166
Properties=species:S:1:pos:R:3 method="wB97M-V/def2-TZVPD" charge=0 total_energy_ha=-3382.7019 smiles=COCCNCCOC.COCCNCCOC.COCCNCCOC.COCCNCCOC.OCCO.OCCO.OCCO.OCCO.OCCO.OCCO.OCCO largest_force_ev_per_a=3.37
C 7.49 -12.30 10.08
O 7.75 -11.43 9.01
C 7.37 -11.81 7.74
C 8.09 -10.99 6.68
N 7.53 -9.55 6.75
C 8.37 -8.57 6.01
C 7.54 -7.29 5.83
O 6.45 -7.52 4.99
C 5.81 -6.41 4.37
H 6.63 -12.96 9.92
H 7.12 -11.77 10.96
H 8.33 -12.86 10.49
H 6.29 -11.75 7.60
H 7.65 -12.86 7.65
H 7.93 -11.30 5.65
H 9.12 -11.29 6.88
H 6.66 -9.59 6.24
H 8.58 -8.74 4.95
H 9.28 -8.47 6.60
H 8.21 -6.54 5.43
H 7.31 -6.99 6.85
H 5.76 -6.59 3.30
H 6.42 -5.52 4.21
H 4.77 -6.21 4.63
C -0.85 6.13 -0.71
O 0.44 6.21 -0.11
C 1.41 6.99 -0.70
C 1.07 8.38 -1.10
N 0.49 9.16 -0.01
C -0.16 10.34 -0.56
C 0.88 11.48 -0.87
O 0.64 12.60 0.02
C 0.96 12.61 1.39
H -0.75 6.67 -1.64
H -1.57 6.55 -0.01
H -1.11 5.07 -0.77
H 1.81 6.53 -1.61
H 2.29 6.91 -0.06
H 0.30 8.34 -1.86
H 1.91 8.94 -1.51
H 0.06 8.46 0.58
H -0.81 10.73 0.23
H -0.96 10.07 -1.24
H 0.95 11.78 -1.92
H 1.90 11.16 -0.64
H 0.10 12.44 2.04
H 1.34 13.60 1.66
H 1.66 11.81 1.64
C 6.80 0.73 4.92
O 7.73 0.01 4.07
C 9.13 0.43 4.17
C 9.97 -0.45 3.20
N 9.23 -0.75 1.95
C 9.59 -1.91 1.14
C 8.88 -2.05 -0.17
O 9.62 -1.42 -1.28
C 8.75 -1.58 -2.45
H 6.55 1.68 4.45
H 7.03 0.88 5.98
H 5.96 0.04 4.99
H 9.53 0.26 5.17
H 9.32 1.42 3.76
H 10.27 -1.36 3.70
H 10.92 0.04 2.96
H 8.22 -0.67 1.94
H 9.64 -2.90 1.59
H 10.61 -1.66 0.86
H 7.81 -1.93 -0.03
H 8.79 -3.09 -0.48
H 7.68 -1.69 -2.27
H 9.02 -2.53 -2.90
H 8.99 -0.96 -3.32
C -3.74 0.31 -3.84
O -3.64 1.44 -2.97
C -4.03 1.25 -1.62
C -3.21 0.09 -1.09
N -3.18 0.17 0.36
C -2.19 -0.71 0.89
C -1.22 -0.12 1.88
O 0.00 -0.88 2.05
C 0.98 -0.25 2.91
H -4.19 0.59 -4.79
H -4.47 -0.41 -3.47
H -2.81 -0.24 -3.99
H -5.07 0.98 -1.43
H -4.00 2.15 -1.01
H -2.17 0.22 -1.40
H -3.52 -0.87 -1.51
H -4.10 -0.18 0.58
H -1.59 -1.13 0.09
H -2.64 -1.59 1.35
H -1.71 -0.08 2.85
H -1.02 0.92 1.61
H 1.36 -1.05 3.55
H 0.39 0.41 3.54
H 1.62 0.44 2.36
O -5.75 7.61 -3.73
C -5.72 6.36 -3.08
C -6.96 6.00 -2.23
O -7.86 5.24 -2.97
H -5.07 7.56 -4.40
H -5.48 5.61 -3.84
H -4.85 6.39 -2.43
H -7.48 6.87 -1.82
H -6.54 5.44 -1.39
H -8.45 4.85 -2.33
O -9.92 1.38 -8.21
C -9.51 2.70 -8.43
C -8.91 3.36 -7.18
O -8.31 4.65 -7.45
H -10.80 1.43 -7.83
H -8.78 2.50 -9.22
H -10.38 3.20 -8.86
H -8.15 2.61 -7.00
H -9.66 3.44 -6.39
H -7.90 4.94 -6.63
O -5.24 -5.80 -6.48
C -5.25 -4.39 -6.83
C -5.81 -4.00 -8.29
O -5.75 -2.51 -8.56
H -4.77 -6.36 -7.10
H -5.79 -3.91 -6.02
H -4.25 -4.00 -6.62
H -6.88 -4.22 -8.34
H -5.23 -4.49 -9.07
H -6.13 -2.42 -9.44
O -4.49 -5.11 -0.82
C -3.55 -6.12 -1.24
C -3.17 -6.98 -0.02
O -2.18 -6.41 0.83
H -4.08 -4.51 -0.20
H -4.10 -6.76 -1.93
H -2.67 -5.76 -1.76
H -2.81 -7.85 -0.57
H -4.08 -7.21 0.52
H -1.71 -7.14 1.22
O -7.58 -0.44 1.09
C -8.83 -0.61 0.44
C -8.85 -1.74 -0.60
O -10.13 -1.93 -1.21
H -7.42 0.47 1.35
H -9.56 -0.87 1.21
H -9.14 0.30 -0.07
H -8.74 -2.68 -0.07
H -8.12 -1.76 -1.41
H -10.13 -1.56 -2.09
O 3.46 0.96 -4.56
C 2.05 1.11 -4.77
C 1.70 1.62 -6.10
O 2.09 2.99 -6.12
H 3.68 1.84 -4.87
H 1.67 0.09 -4.66
H 1.50 1.64 -3.99
H 0.61 1.56 -6.11
H 2.13 1.17 -6.99
H 1.83 3.43 -6.93
O -3.66 3.45 3.34
C -2.78 3.88 4.42
C -3.23 3.29 5.79
O -3.67 1.92 5.77
H -3.29 2.71 2.86
H -1.75 3.56 4.24
H -2.76 4.97 4.47
H -4.17 3.73 6.11
H -2.47 3.29 6.58
H -4.40 1.80 5.16